(1)
Below is the molecule C4H9FN2O at a distorted geometry, with properties calculated with ωB97M-V/def2-TZVPD.

Output
* total charge: 0
* HOMO-LUMO gap: 10.08 eV
* E: -12035.1060 eV
* SMILES: [H]/N=C/N(C)OCCF
* spin multiplicity: 1
* LUMO: 0.90 eV
* HOMO: -9.17 eV
* energy above the lowest of the compared OMol25 structures with the same formula, charge and spin: 75.5 kcal/mol

Structure (XYZ):
```
17
Properties=species:S:1:pos:R:3:lowdin_charge:R:1
H 1.371 -2.034 -0.866 0.15
N -2.049 2.317 -0.456 0.09
C -1.028 1.556 -0.586 -0.28
O 0.065 -0.552 -0.262 -0.16
H -0.198 1.579 -1.411 0.17
C 0.937 -0.724 0.854 -0.20
H -1.806 -1.094 1.307 0.09
F 2.922 -0.687 -0.469 -0.14
H 1.322 0.303 1.265 0.16
N -0.913 0.402 0.148 -0.19
H -2.905 -0.684 -0.243 0.12
H 2.483 -2.525 0.721 0.16
C -2.180 -0.260 0.603 -0.05
C 1.928 -1.628 0.112 -0.11
H -2.872 0.396 1.136 0.06
H 0.381 -1.076 1.773 0.12
H -1.810 3.033 -1.101 0.02
```

=====

(2)
Below is a cluster of 2 separate species, C4H9FN2O2 in total at a distorted geometry, with properties calculated with ωB97M-V/def2-TZVPD.

Output
* total charge: 0
* HOMO-LUMO gap (spin up / spin down): 5.90 / 6.91 eV
* E: -14077.7899 eV
* spin multiplicity: 3
* LUMO (spin up / spin down): 0.40 / -3.18 eV
* <S²>: 2.013
* HOMO (spin up / spin down): -5.50 / -10.08 eV

Structure (XYZ):
```
18
Properties=species:S:1:pos:R:3:lowdin_charge:R:1
C 1.255 1.308 1.686 0.00
C 1.423 0.067 -0.482 -0.04
N -0.712 0.498 0.386 0.17
H 0.368 1.722 2.284 0.11
H 1.652 -0.646 -2.456 0.07
H 1.808 2.118 1.337 0.05
O -0.880 -1.731 0.915 0.08
H 2.443 0.108 -0.293 0.10
H 1.807 0.594 2.330 0.10
C 0.906 -0.727 -1.680 -0.05
F -3.343 0.969 -1.388 -0.13
N -1.388 -0.471 0.567 -0.41
H 0.839 -1.797 -1.496 0.08
H 0.075 -0.231 -2.169 0.09
H -3.258 0.503 -0.575 -0.01
C 0.670 0.532 0.492 -0.28
O -2.587 -0.554 0.411 -0.03
H -1.078 -2.261 0.131 0.11
```

=====

(3)
Below is the molecule C4H9FS at a distorted geometry, with properties calculated with ωB97M-V/def2-TZVPD.

Output
* total charge: 0
* HOMO-LUMO gap: 9.61 eV
* E: -17845.6120 eV
* SMILES: CSCCCF
* spin multiplicity: 1
* LUMO: 0.92 eV
* HOMO: -8.69 eV
* energy above the lowest of the compared OMol25 structures with the same formula, charge and spin: 31.1 kcal/mol

Structure (XYZ):
```
15
Properties=species:S:1:pos:R:3:lowdin_charge:R:1
H 2.780 0.164 1.229 0.06
H -1.670 0.553 -1.538 0.12
F -3.448 -0.605 -0.241 -0.12
H -1.958 -0.565 1.188 0.12
C -2.016 -0.616 0.093 -0.19
C 0.152 0.672 -0.140 -0.58
S 1.211 -0.527 -0.826 0.80
H -1.897 1.422 -0.117 0.11
H 3.372 0.050 -0.472 0.01
H 0.233 0.655 1.045 0.12
H 3.116 -1.397 0.521 0.01
C -1.349 0.578 -0.485 -0.26
H -1.734 -1.607 -0.192 0.10
C 2.738 -0.427 0.286 -0.35
H 0.471 1.651 -0.351 0.05
```

=====

(4)
Below is a cluster of 2 separate species, C4H9IN in total at a distorted geometry, with properties calculated with ωB97M-V/def2-TZVPD.

Output
* total charge: +1
* HOMO-LUMO gap: 9.70 eV
* E: -13875.5912 eV
* spin multiplicity: 1
* LUMO: -3.62 eV
* HOMO: -13.32 eV
* energy above the lowest of the compared OMol25 structures with the same formula, charge and spin: 53.3 kcal/mol

Structure (XYZ):
```
15
Properties=species:S:1:pos:R:3:lowdin_charge:R:1
C 1.905 0.838 -0.304 -0.20
H -4.417 -0.075 -1.394 -0.38
C 0.779 0.133 0.222 -0.11
H 3.439 2.241 -0.099 0.09
H 0.321 -0.880 -1.412 0.13
H -1.090 -1.068 1.239 0.18
H 2.116 0.603 -1.358 0.12
H 2.514 1.904 1.466 0.10
N -1.242 -1.377 0.213 0.12
H 0.721 0.203 1.312 0.12
H -0.980 -2.468 0.109 0.23
H -2.258 -1.175 -0.067 -0.01
C -0.114 -0.648 -0.427 -0.11
C 2.721 1.578 0.404 0.05
I -4.415 0.192 0.096 0.65
```

=====

(5)
Below is a structure of composition C4H9IN2O2S at a distorted geometry, with properties calculated with ωB97M-V/def2-TZVPD.

Output
* total charge: 0
* HOMO-LUMO gap: 9.27 eV
* E: -30300.7871 eV
* spin multiplicity: 1
* LUMO: -0.14 eV
* HOMO: -9.41 eV
* energy above the lowest of the compared OMol25 structures with the same formula, charge and spin: 8.8 kcal/mol

Structure (XYZ):
```
19
Properties=species:S:1:pos:R:3:lowdin_charge:R:1
H 0.781 1.815 0.115 0.08
I -4.761 -0.483 -0.229 0.81
N -1.261 -0.206 -0.394 -0.13
H 1.614 -2.087 -0.268 0.09
H -0.272 1.035 -2.044 0.15
C 0.739 -1.549 0.204 -0.07
H 1.910 0.503 0.493 0.09
O -2.324 0.860 1.586 -0.32
N -3.939 1.344 -0.316 -0.62
H -0.092 -2.329 0.098 0.10
C -0.256 -0.038 -1.535 -0.05
H 1.182 -1.631 1.303 0.12
O -1.608 2.343 -0.278 -0.29
S -2.191 1.182 0.231 0.51
C 0.894 0.858 0.638 -0.03
H -0.538 -0.888 -2.188 0.12
H -4.345 1.680 0.527 -0.06
H 0.504 0.972 1.608 0.08
C 0.184 -0.210 -0.126 -0.60
```

=====

(6)
Below is a cluster of 2 separate species, C4H9IS3 in total at a distorted geometry, with properties calculated with ωB97M-V/def2-TZVPD.

Output
* total charge: 0
* HOMO-LUMO gap (spin up / spin down): 6.91 / 6.10 eV
* E: -44897.8050 eV
* spin multiplicity: 1
* LUMO (spin up / spin down): -1.00 / -1.54 eV
* HOMO (spin up / spin down): -7.91 / -7.64 eV

Structure (XYZ):
```
17
Properties=species:S:1:pos:R:3:lowdin_charge:R:1
H 0.133 -2.541 0.803 -0.20
S 1.183 -0.638 -0.393 0.80
C 1.206 1.097 0.345 -0.52
C -1.576 -1.703 -0.393 -0.62
C 2.582 1.695 0.465 -0.18
H 0.583 1.677 -0.298 0.05
C -0.622 -0.740 -1.034 -0.51
S -1.065 -2.973 0.632 0.84
H -2.487 -1.885 -0.908 0.02
H 3.281 0.860 0.797 0.08
H 2.521 2.331 1.351 0.07
H 3.075 2.171 -0.415 0.09
H 0.693 0.938 1.367 0.10
H -0.608 -1.008 -2.140 0.11
H -1.004 0.245 -1.112 0.04
I -4.788 0.439 -0.370 0.14
S -3.108 0.038 1.303 -0.31
```

=====

(7)
Below is a structure of composition C4H9InO4 at a distorted geometry, with properties calculated with ωB97M-V/def2-TZVPD.

Output
* total charge: +2
* HOMO-LUMO gap: 3.35 eV
* E: -17633.6432 eV
* spin multiplicity: 1
* LUMO: -14.58 eV
* HOMO: -17.93 eV
* energy above the lowest of the compared OMol25 structures with the same formula, charge and spin: 12.0 kcal/mol

Structure (XYZ):
```
18
Properties=species:S:1:pos:R:3:lowdin_charge:R:1
C 0.150 0.709 3.441 0.02
H -1.487 -1.058 -2.635 0.26
H -0.633 0.088 3.867 0.11
C 0.203 0.887 1.078 -0.57
O -0.320 1.666 0.124 0.07
H -1.714 -2.838 -2.424 0.14
C 0.097 1.509 -1.219 -0.01
H 0.917 2.218 -1.388 0.13
H -0.644 -2.028 -3.691 0.21
C -0.968 -2.066 -2.617 -0.02
In 2.516 -2.274 -0.041 1.18
O 1.046 0.024 0.881 -0.05
O -0.348 1.226 2.199 0.08
H 1.044 0.093 3.323 0.09
H 0.488 1.456 4.157 0.12
O -0.008 -2.008 -1.739 0.06
H -0.706 1.910 -1.836 0.12
H 0.367 0.486 -1.481 0.06
```

=====

(8)
Below is the ion C4H9N with charge -1 at a distorted geometry, with properties calculated with ωB97M-V/def2-TZVPD.

Output
* total charge: -1
* HOMO-LUMO gap (spin up / spin down): 2.62 / 7.84 eV
* E: -5780.5377 eV
* spin multiplicity: 2
* LUMO (spin up / spin down): 4.20 / 4.05 eV
* <S²>: 0.750
* HOMO (spin up / spin down): 1.58 / -3.79 eV
* energy above the lowest of the compared OMol25 structures with the same formula, charge and spin: 38.1 kcal/mol

Structure (XYZ):
```
14
Properties=species:S:1:pos:R:3:lowdin_charge:R:1
H -0.184 -2.026 -0.893 0.10
H 0.556 0.562 1.734 0.03
N 1.918 1.671 0.485 -0.10
C 0.569 -0.190 -0.260 -0.28
C 1.076 0.561 0.784 -0.52
H -2.226 0.239 0.114 0.06
H -0.293 -1.464 0.915 0.09
H -2.812 -1.342 -0.400 0.05
C -0.482 -1.213 -0.154 -0.35
H 2.286 1.625 -0.434 -0.03
H -1.912 -0.298 -1.464 0.05
H 0.863 0.519 -1.255 0.13
H 2.545 2.040 1.255 -0.04
C -1.903 -0.684 -0.427 -0.19
```

=====

(9)
Below is a cluster of 2 separate species, C4H9N in total at a distorted geometry, with properties calculated with ωB97M-V/def2-TZVPD.

Output
* total charge: 0
* HOMO-LUMO gap: 10.80 eV
* E: -5780.7065 eV
* SMILES: C=NC.C=C
* spin multiplicity: 1
* LUMO: 1.10 eV
* HOMO: -9.71 eV
* energy above the lowest of the compared OMol25 structures with the same formula, charge and spin: 71.6 kcal/mol

Structure (XYZ):
```
14
Properties=species:S:1:pos:R:3:lowdin_charge:R:1
H 3.499 -0.168 1.579 0.01
H -0.391 -0.470 -0.865 0.06
C 1.596 -0.837 1.316 -0.05
C 2.906 -0.776 0.975 -0.04
H -1.120 -0.467 -2.375 0.08
C -2.230 1.675 -0.416 -0.10
N -1.451 1.170 -1.252 -0.10
H -2.046 -0.973 -0.835 0.10
H -2.304 2.856 -0.408 0.09
H 0.925 -1.251 0.747 -0.05
H -2.663 1.327 0.506 0.06
H 3.440 -1.102 0.050 0.07
H 1.205 -0.769 2.317 0.05
C -1.366 -0.215 -1.337 -0.20
```

=====

(10)
Below is a cluster of 2 separate species, C4H9N in total at a distorted geometry, with properties calculated with ωB97M-V/def2-TZVPD.

Output
* total charge: 0
* HOMO-LUMO gap: 10.97 eV
* E: -5781.1035 eV
* SMILES: C=NC.C=C
* spin multiplicity: 1
* LUMO: 1.25 eV
* HOMO: -9.72 eV
* energy above the lowest of the compared OMol25 structures with the same formula, charge and spin: 62.5 kcal/mol

Structure (XYZ):
```
14
Properties=species:S:1:pos:R:3:lowdin_charge:R:1
C 5.558 -1.142 -4.824 -0.08
H 5.833 -0.106 -4.768 0.03
H -4.773 1.809 2.605 0.07
H -3.318 1.022 6.091 0.06
H 3.724 -0.891 -5.830 0.04
H 4.141 -2.597 -5.571 0.04
C 4.513 -1.583 -5.548 -0.09
C -3.437 0.648 5.077 -0.09
H -3.555 -0.402 4.757 0.07
H 5.738 -1.820 -3.955 0.06
H -3.787 0.225 2.561 0.07
C -3.854 1.277 2.832 -0.14
N -3.609 1.607 4.262 -0.10
H -3.176 1.953 2.311 0.07
```